{"formula": "H3NO2", "method": "wB97M-V/def2-TZVPD", "total_charge": 0, "de_lowest_kj_mol": 368.4, "e_tot_ev": -5627.0131, "homo_ha": [-0.3595, -0.3595], "homo_lumo_gap_ha": [0.3132, 0.3131], "e_lumo_ev": [-1.3, -1.3], "elements": ["H", "H", "H", "O", "O", "N"], "coordinates": [[-1.69079, -0.71274, 0.89257], [1.54688, 0.61494, 0.53531], [1.32795, -0.04418, -0.99153], [-1.58595, -0.36681, -0.09686], [-0.75780, 0.64361, -0.30393], [1.15970, -0.13482, -0.03555]], "atomic_forces_ev_per_a": [[0.93, 1.88, -2.27], [-0.04, 0.35, -0.57], [0.68, 0.69, -1.93], [-1.24, -2.19, 1.30], [3.41, -0.79, 1.57], [-3.73, 0.06, 1.90]]}